#A
{"formula": "C2H3ClFI", "method": "ωB97M-V/def2-TZVPD", "gap_ev": 9.6, "lumo_ev": 0.398, "smiles": "C=C(F)I.Cl", "symbols": ["C", "C", "F", "I", "H", "H", "Cl", "H"], "coordinates": [[-0.44188, -0.84400, -0.05400], [0.75398, -0.60350, -0.58911], [0.85203, -0.40396, -1.91298], [2.46576, -0.08021, 0.45878], [-1.36898, -0.90249, -0.71719], [-0.70640, -1.26462, 0.88743], [-0.54666, 2.22288, 0.39557], [-1.00784, 1.87591, 1.53149]], "nbo_charge": [-0.509, 0.229, -0.336, 0.162, 0.226, 0.227, -0.261, 0.264]}

#B
{"formula": "C2H3ClFI", "method": "ωB97M-V/def2-TZVPD", "gap_ev": 9.6, "lumo_ev": 0.316, "symbols": ["C", "C", "F", "Cl", "I", "H", "H", "H"], "coordinates": [[-0.40355, -0.25246, 0.98449], [-1.41132, -0.82168, 0.39870], [-0.53843, 0.49139, -2.17280], [-1.56744, -2.24343, -0.70151], [-3.25762, 0.29337, 0.30218], [0.51553, -0.67543, 1.31858], [-0.11693, 1.11004, -2.65138], [-0.44769, 0.71018, 1.47156]], "nbo_charge": [-0.463, -0.134, -0.553, 0.013, 0.128, 0.225, 0.554, 0.229]}

#A is favored, and the nearest alternative lies 0.0033 hartree above it.

#A
{"formula": "C2H5Br2N2", "method": "ωB97M-V/def2-TZVPD", "gap_ev": 9.7, "total_charge": 1, "lumo_ev": -4.422, "symbols": ["C", "C", "N", "N", "Br", "Br", "H", "H", "H", "H", "H"], "coordinates": [[-0.75513, -0.37294, 0.20746], [1.51382, 0.09918, -0.70024], [-1.92406, -0.06998, 0.67325], [0.19003, 0.44050, -0.17250], [2.10882, -1.74289, 0.04046], [2.83056, 1.39061, 0.05539], [-0.73282, -1.39555, 0.13658], [1.67267, 0.05471, -1.85000], [-2.72094, -0.68527, 0.57650], [-2.07362, 0.86463, 1.03022], [-0.10933, 1.41700, 0.00287]], "nbo_charge": [0.419, -0.169, -0.694, -0.570, 0.071, 0.122, 0.231, 0.284, 0.452, 0.417, 0.438]}

#B
{"formula": "C2H5Br2N2", "method": "ωB97M-V/def2-TZVPD", "gap_ev": 9.2, "total_charge": 1, "lumo_ev": -4.824, "symbols": ["C", "C", "N", "N", "Br", "Br", "H", "H", "H", "H", "H"], "coordinates": [[0.19508, -0.14293, 0.86761], [-0.14612, -0.27710, -1.51708], [0.02525, 0.43303, 2.00979], [0.13056, 0.45253, -0.26892], [0.91553, -1.95634, -1.60111], [0.25509, 0.72963, -3.19292], [0.43322, -1.18822, 0.81431], [-1.70052, -1.06624, -1.69787], [0.20644, 0.09748, 2.99261], [-0.17325, 1.49158, 1.84397], [-0.14129, 1.42657, -0.25038]], "nbo_charge": [0.407, -0.258, -0.693, -0.600, 0.108, 0.172, 0.245, 0.295, 0.479, 0.418, 0.426]}

#A is favored, and the nearest alternative lies 0.0930 hartree above it.

#A
{"formula": "C25H26N4O4", "method": "ωB97M-V/def2-TZVPD", "gap_ev": 7.9, "lumo_ev": -0.133, "smiles": "Cc1c(NC(=O)CCCCCN2C(=O)c3ccccc3C2=O)c(=O)n(-c2ccccc2)n1C", "symbols": ["C", "C", "C", "N", "C", "O", "C", "C", "C", "C", "C", "N", "C", "O", "C", "C", "C", "C", "C", "C", "C", "O", "C", "O", "N", "C", "C", "C", "C", "C", "C", "N", "C", "H", "H", "H", "H", "H", "H", "H", "H", "H", "H", "H", "H", "H", "H", "H", "H", "H", "H", "H", "H", "H", "H", "H", "H", "H", "H"], "coordinates": [[-2.52732, -4.14771, -0.11824], [-2.31733, -2.67951, -0.14687], [-1.19136, -1.93541, -0.32484], [0.16630, -2.20158, -0.48153], [0.90702, -3.28251, -0.12979], [0.44244, -4.32620, 0.28084], [2.39488, -3.04130, -0.29858], [2.90514, -2.03315, 0.73639], [4.41973, -1.85835, 0.63250], [4.94405, -0.70972, 1.50213], [5.07146, 0.61066, 0.73893], [3.80827, 1.13715, 0.27111], [3.33371, 0.97375, -1.02281], [3.87620, 0.31719, -1.87836], [2.08313, 1.76402, -1.08962], [1.21264, 1.98328, -2.13528], [0.11649, 2.80611, -1.90052], [-0.10055, 3.37365, -0.65637], [0.77421, 3.14648, 0.40052], [1.86844, 2.34300, 0.16462], [2.98688, 1.94471, 1.05041], [3.20977, 2.24085, 2.19733], [-1.56745, -0.53402, -0.33670], [-0.83975, 0.44166, -0.45240], [-2.93737, -0.52566, -0.16974], [-3.69166, 0.59262, 0.20787], [-4.62568, 0.51428, 1.23733], [-5.35336, 1.63651, 1.58797], [-5.14499, 2.83896, 0.93362], [-4.19832, 2.91842, -0.07456], [-3.47582, 1.80078, -0.44757], [-3.39621, -1.82737, 0.03137], [-4.69387, -2.16350, -0.51209], [-1.56704, -4.64017, 0.01173], [-2.97622, -4.48909, -1.05152], [-3.18661, -4.42262, 0.70256], [0.66108, -1.34805, -0.72177], [2.90758, -3.99498, -0.16731], [2.59898, -2.66675, -1.30400], [2.64701, -2.38275, 1.73907], [2.41146, -1.07028, 0.58718], [4.68794, -1.67160, -0.40910], [4.89695, -2.79299, 0.93315], [4.29137, -0.56363, 2.36462], [5.93922, -0.95500, 1.87650], [5.70530, 0.47232, -0.14118], [5.51294, 1.36686, 1.39479], [1.38057, 1.52803, -3.09927], [-0.58122, 2.99766, -2.70264], [-0.96844, 3.99632, -0.49846], [0.60654, 3.57955, 1.37428], [-4.76227, -0.41393, 1.77180], [-6.07878, 1.57202, 2.38526], [-5.71302, 3.71268, 1.21473], [-4.02842, 3.85679, -0.58126], [-2.73115, 1.85220, -1.22418], [-5.38040, -1.33798, -0.33672], [-4.64616, -2.36019, -1.58846], [-5.06924, -3.04937, -0.00418]], "nbo_charge": [-0.681, 0.212, 0.014, -0.620, 0.694, -0.626, -0.494, -0.381, -0.410, -0.402, -0.219, -0.481, 0.671, -0.569, -0.068, -0.169, -0.182, -0.178, -0.147, -0.146, 0.691, -0.553, 0.598, -0.667, -0.280, 0.213, -0.266, -0.198, -0.224, -0.189, -0.240, -0.215, -0.421, 0.291, 0.222, 0.222, 0.420, 0.230, 0.223, 0.209, 0.191, 0.216, 0.206, 0.212, 0.213, 0.221, 0.223, 0.227, 0.214, 0.215, 0.230, 0.225, 0.217, 0.216, 0.213, 0.238, 0.227, 0.191, 0.219]}

#B
{"formula": "C25H26N4O4", "method": "ωB97M-V/def2-TZVPD", "gap_ev": 8.2, "lumo_ev": -0.516, "smiles": "CCCOc1ccc(/C(O)=C2/C(=O)C(=O)N(CCCn3ccnc3)[C@H]2c2cccnc2)cc1", "symbols": ["C", "C", "C", "O", "C", "C", "C", "C", "C", "O", "C", "C", "O", "C", "O", "N", "C", "C", "C", "N", "C", "C", "N", "C", "C", "C", "C", "C", "C", "N", "C", "C", "C", "H", "H", "H", "H", "H", "H", "H", "H", "H", "H", "H", "H", "H", "H", "H", "H", "H", "H", "H", "H", "H", "H", "H", "H", "H", "H"], "coordinates": [[-6.84044, -1.48009, -1.21011], [-5.39395, -1.93546, -1.35863], [-4.67792, -1.96339, -0.00597], [-4.58379, -0.68058, 0.58812], [-3.63155, 0.18558, 0.18921], [-3.63387, 1.42506, 0.84146], [-2.67746, 2.36946, 0.56029], [-1.66786, 2.10261, -0.36912], [-0.59105, 3.07848, -0.53761], [-0.95037, 4.35098, -0.48563], [0.73618, 2.73760, -0.62989], [1.75893, 3.74053, -0.53121], [1.58626, 4.95697, -0.51602], [3.08058, 3.00712, -0.39186], [4.19564, 3.46727, -0.30210], [2.77601, 1.68390, -0.39199], [3.78449, 0.65707, -0.40744], [4.02071, 0.03342, 0.97246], [4.95706, -1.17539, 0.88084], [4.42123, -2.18193, 0.00345], [4.88995, -2.51448, -1.23727], [4.01983, -3.43958, -1.73628], [3.02888, -3.67409, -0.83739], [3.29336, -2.91186, 0.18638], [1.36856, 1.37185, -0.56375], [0.80969, 0.54793, 0.57352], [0.63159, 1.10511, 1.83569], [0.06966, 0.33488, 2.83798], [-0.29773, -0.96886, 2.53651], [-0.11075, -1.51480, 1.34850], [0.43133, -0.77910, 0.39626], [-1.69751, 0.89133, -1.05377], [-2.66665, -0.05443, -0.78915], [-6.87743, -0.49943, -0.74190], [-7.39863, -2.17825, -0.59065], [-7.32203, -1.41877, -2.18267], [-5.35748, -2.93915, -1.78538], [-4.87068, -1.25765, -2.03557], [-3.68497, -2.41946, -0.09225], [-5.26651, -2.54770, 0.70685], [-4.39988, 1.61088, 1.57744], [-2.68003, 3.31774, 1.07477], [-0.12975, 4.91856, -0.50866], [3.47812, -0.11684, -1.11917], [4.70885, 1.12569, -0.75944], [3.06730, -0.28783, 1.39464], [4.45638, 0.77959, 1.63748], [5.09760, -1.60235, 1.87930], [5.93120, -0.86774, 0.49300], [5.78110, -2.08072, -1.64235], [4.04348, -3.94950, -2.67814], [2.69783, -2.86007, 1.07607], [1.25007, 0.80842, -1.50181], [0.92963, 2.12685, 2.02405], [-0.08448, 0.73755, 3.82655], [-0.75469, -1.60962, 3.27855], [0.57387, -1.28111, -0.55243], [-0.97691, 0.69730, -1.83193], [-2.65100, -0.97951, -1.34180]], "nbo_charge": [-0.608, -0.426, -0.067, -0.487, 0.335, -0.263, -0.137, -0.178, 0.483, -0.639, -0.265, 0.446, -0.576, 0.582, -0.580, -0.405, -0.231, -0.413, -0.203, -0.351, -0.112, -0.100, -0.456, 0.154, -0.062, -0.071, -0.166, -0.251, 0.035, -0.419, 0.032, -0.152, -0.271, 0.213, 0.202, 0.212, 0.210, 0.205, 0.185, 0.195, 0.229, 0.229, 0.522, 0.208, 0.236, 0.214, 0.224, 0.214, 0.212, 0.217, 0.208, 0.203, 0.206, 0.223, 0.223, 0.196, 0.201, 0.215, 0.220]}

#A is favored, and the nearest alternative lies 0.0476 hartree above it.

#A
{"formula": "C2H3BrOS", "method": "ωB97M-V/def2-TZVPD", "gap_ev": 9.0, "lumo_ev": -0.173, "symbols": ["C", "C", "O", "S", "Br", "H", "H", "H"], "coordinates": [[0.37946, -0.29225, -0.02020], [-0.49143, 1.03189, -0.09680], [0.63342, -2.64749, 0.63120], [-0.08333, -1.44046, 0.97958], [1.48106, -0.69990, -1.40465], [-0.48427, 1.53280, -1.02094], [-1.41678, 0.78078, 0.22042], [-0.01813, 1.73463, 0.71139]], "nbo_charge": [-0.499, -0.620, -0.916, 1.180, 0.177, 0.237, 0.218, 0.225]}

#B
{"formula": "C2H3BrOS", "method": "ωB97M-V/def2-TZVPD", "gap_ev": 8.9, "lumo_ev": -0.080, "smiles": "O=CCSBr", "symbols": ["O", "C", "C", "S", "Br", "H", "H", "H"], "coordinates": [[-1.36672, 1.22357, -0.58343], [-0.44036, 0.56667, -0.93013], [0.58125, -0.14230, 0.02532], [0.22160, 0.06082, 1.84388], [-1.34081, -1.40771, 1.80448], [-0.01362, 0.54172, -1.97500], [0.81089, -1.19517, -0.18052], [1.54776, 0.35240, -0.00459]], "nbo_charge": [-0.475, 0.440, -0.643, 0.153, -0.070, 0.106, 0.248, 0.241]}

#B is favored, and the nearest alternative lies 0.0387 hartree above it.

#A
{"formula": "C2H4I2N2O", "method": "ωB97M-V/def2-TZVPD", "gap_ev": 7.7, "lumo_ev": -1.482, "symbols": ["C", "C", "N", "N", "O", "I", "I", "H", "H", "H", "H"], "coordinates": [[-0.86587, -1.05595, 0.07735], [-0.49285, 0.21651, 0.63281], [1.65305, 0.01437, -0.41134], [-0.98933, 1.25538, 0.06191], [2.61408, 0.51605, 0.04027], [-0.62612, 3.10266, 0.78230], [1.51846, -0.07666, -2.63991], [0.04842, -1.57092, -0.05522], [-1.56360, -1.45340, 0.89245], [-1.32742, -1.19924, -0.87472], [0.03120, 0.25119, 1.49410]], "nbo_charge": [-0.666, 0.115, 0.143, -0.577, -0.178, 0.250, 0.031, 0.228, 0.234, 0.250, 0.170]}

#B
{"formula": "C2H4I2N2O", "method": "ωB97M-V/def2-TZVPD", "gap_ev": [7.4, 7.4], "lumo_ev": [-1.466, -1.466], "symbols": ["C", "C", "N", "N", "O", "I", "I", "H", "H", "H", "H"], "coordinates": [[-1.07197, 0.64458, -0.60795], [0.31004, 0.25615, -0.65543], [1.35579, 0.53709, 0.11637], [0.15598, -1.41067, 0.60846], [1.19754, 1.15037, 1.23157], [1.82937, -2.62477, 0.60210], [-0.24336, -0.59172, 2.43115], [-1.07030, 1.61688, -1.20350], [-1.59521, -0.06998, -1.27195], [-1.66095, 0.62662, 0.36871], [0.79308, -0.13454, -1.61952]], "nbo_charge": [-0.721, 0.154, -0.048, -0.879, -0.414, 0.355, 0.561, 0.257, 0.245, 0.259, 0.232]}

#A is favored, and the nearest alternative lies 0.0858 hartree above it.